No. 1
C6H5NS as an isolated structure in a non-equilibrium geometry. Source: the Open Molecules 2025 dataset; level of theory: ωB97M-V/def2-TZVPD.

Its spin multiplicity is 3. The total energy comes out at -684.1983 a.u. The expectation value of S² is 2.01. The orbital gap (spin up / spin down) is 7.80 / 6.97 eV. For the highest occupied orbital energy (spin up / spin down), the calculation gives -7.29 / -9.40 eV. The calculation puts the lowest unoccupied orbital energy (spin up / spin down) at 0.5 / -2.4 eV.

Positions of all 13 atoms, in Å:
C1 0.6828 0.2059 1.6425
C2 2.0787 0.6350 1.4801
C3 0.0785 0.0094 0.4106
C4 -1.4352 0.1932 -0.6332
C5 -2.6614 -0.2342 -1.2623
C6 -1.5996 -1.1119 -1.5616
N1 2.5022 0.8345 0.2662
S1 1.2521 0.5296 -0.7143
H1 0.1185 -0.0967 2.4803
H2 2.8954 0.7168 2.1306
H3 -1.4117 1.3544 -0.7514
H4 -1.5379 -1.3931 -2.5693
H5 -0.9624 -1.6429 -0.9182

Results of the natural (NBO) charge analysis, in e, for atoms 1 through 5:
1 C -0.343
2 C -0.001
3 C -0.241
4 C -0.285
5 C 0.146

No. 2
C6H5O6Rh as an isolated structure in a non-equilibrium geometry. Source: the Open Molecules 2025 dataset; level of theory: ωB97M-V/def2-TZVPD.

Its spin multiplicity is 5. The total energy comes out at -792.7074 a.u. The expectation value of S² is 6.01. The orbital gap (spin up / spin down) is 8.37 / 4.82 eV. The total charge is +2. For the highest occupied orbital energy (spin up / spin down), the calculation gives -15.79 / -18.67 eV. The calculation puts the lowest unoccupied orbital energy (spin up / spin down) at -7.4 / -13.8 eV.

Positions of all 18 atoms, in Å:
O1 0.0301 2.4058 0.6963
C1 0.2167 2.9119 -0.3413
Rh1 0.1870 -0.9156 -2.0275
C2 0.1716 -2.1924 -0.6374
O2 0.2293 -2.9297 0.2520
C3 0.0309 -2.1336 -3.4999
O3 -0.0605 -2.7334 -4.4873
C4 1.9003 -0.1787 -1.3503
O4 2.9025 0.1576 -0.8879
C5 -1.4758 -0.1832 -1.3434
O5 -2.4706 0.1891 -0.9009
H1 0.6555 2.3097 -1.2893
C6 -0.6758 0.7332 2.7623
O6 0.0967 -0.1079 1.8931
H2 -1.6792 0.6922 2.3502
H3 -0.3400 1.7762 2.7793
H4 -0.7119 0.3390 3.7841
H5 0.9931 -0.1403 2.2480

Results of the natural (NBO) charge analysis, in e, for atoms 1 through 5:
1 O -0.567
2 C 0.478
3 Rh 0.439
4 C 0.479
5 O -0.356

No. 3
C6H5P in the gas phase in a non-equilibrium geometry. Source: the Open Molecules 2025 dataset; level of theory: ωB97M-V/def2-TZVPD.

The total energy comes out at -572.8059 a.u. The orbital gap is 8.78 eV. As for the SMILES: C#CC/C=C\C#P. For the highest occupied orbital energy, the calculation gives -8.91 eV. The calculation puts the lowest unoccupied orbital energy at -0.1 eV.

Positions of all 12 atoms, in Å:
C1 0.5173 -1.3357 1.9437
C2 -0.0724 -0.4620 1.3563
C3 -0.6685 0.6143 0.6208
C4 0.3397 1.0729 -0.4448
C5 0.4082 0.4320 -1.6017
C6 -0.1901 -0.8350 -1.8744
P1 -0.7045 -2.3143 -1.7256
H1 0.9255 -1.8426 2.6725
H2 -1.5803 0.2751 0.2643
H3 -0.8541 1.5007 1.1977
H4 0.7889 2.0906 -0.0708
H5 1.0903 0.8041 -2.3380

Results of the natural (NBO) charge analysis, in e, for atoms 1 through 5:
1 C -0.242
2 C 0.031
3 C -0.540
4 C -0.081
5 C -0.339

No. 4
C6H6 in the gas phase in a non-equilibrium geometry. Source: the Open Molecules 2025 dataset; level of theory: ωB97M-V/def2-TZVPD.

The total energy comes out at -231.9627 a.u. The orbital gap (spin up / spin down) is 6.48 / 6.65 eV. For the highest occupied orbital energy (spin up / spin down), the calculation gives -7.22 / -7.40 eV. The calculation puts the lowest unoccupied orbital energy (spin up / spin down) at -0.7 / -0.8 eV.

Positions of all 12 atoms, in Å:
C1 1.5072 -1.1430 -0.2767
C2 0.5482 -0.5855 -1.2782
C3 -0.4706 0.2735 -0.9108
C4 -0.9972 0.8591 0.1165
C5 -1.6549 1.3138 1.1870
C6 -2.1441 1.8086 2.2058
H1 2.5508 -1.1515 -0.5969
H2 1.3950 -0.6066 0.6665
H3 1.2160 -2.1927 -0.1149
H4 0.5193 -1.0427 -2.2587
H5 0.0029 0.7250 -1.9621
H6 -2.4726 1.7419 3.2226

Results of the natural (NBO) charge analysis, in e, for atoms 1 through 5:
1 C -0.655
2 C -0.169
3 C -0.336
4 C 0.062
5 C -0.154